[1]
The following is a DFT calculation (the ωB97M-V functional and the def2-TZVPD basis) of a structure of composition C20H21F5LiN5O8STe in a non-equilibrium geometry.

HOMO-LUMO gap ... 6.11 eV
Net charge ... -2
Spin multiplicity ... 1
E_HOMO ... -2.42 eV
Molecular weight ... 721.013 Da

Atoms and positions in Å:
Te1 -1.1028 -3.1502 0.6400
S1 -5.3408 0.3021 -0.7681
F1 0.6748 -3.0747 1.2266
F2 -2.8460 -3.6814 0.1148
F3 -0.5966 -4.6723 -0.3582
F4 -1.2701 -4.3873 2.0461
F5 -1.9751 -2.0509 1.8689
O1 0.3294 -0.3025 1.8574
O2 2.4694 0.0767 0.0776
O3 5.2294 0.1619 5.6537
O4 4.4979 0.1918 1.0068
O5 3.6226 0.2331 7.0769
O6 -0.9624 -0.3882 5.4816
O7 -1.2490 0.9558 3.8311
O8 -0.8593 -1.9010 -0.6130
N1 -2.9803 0.3586 0.2888
N2 -0.5564 0.1968 4.4855
N3 0.0464 1.5669 -0.4062
N4 4.0367 0.0611 5.9275
N5 -1.3806 2.2092 -2.0752
C1 -0.5896 2.5023 -0.9921
C2 -0.3050 0.4689 -3.4742
C3 -5.6629 2.8289 0.4735
C4 2.6437 -0.0104 2.4684
C5 1.7347 0.0521 5.1569
C6 3.5167 0.0271 3.5204
C7 -3.7393 -0.3517 -0.4494
C8 1.2075 -0.0940 2.7151
C9 3.0900 0.0256 4.8603
C10 -4.9196 1.6863 0.1847
C11 -3.6132 1.5272 0.6703
C12 -3.7711 3.6446 1.7514
C13 3.2627 0.0799 1.0585
C14 -3.0347 2.5110 1.4722
C15 -2.1023 3.2036 -2.8360
C16 0.8433 0.0453 4.1191
C17 -0.5336 3.9453 -0.5507
C18 -5.0725 3.8045 1.2547
C19 -3.5565 3.3581 -2.3978
C20 -1.4530 0.8291 -2.5394
Li1 0.5528 -0.4118 -0.0800
H1 1.3884 0.0946 6.1783
H2 -1.4452 0.1669 -1.6758
H3 -2.0642 2.9119 -3.8908
H4 -2.0416 2.3429 1.8681
H5 -1.5317 4.3444 -0.3619
H6 -6.6701 2.9525 0.0960
H7 4.5702 0.0694 3.2837
H8 -3.3421 4.4166 2.3780
H9 -3.6140 3.6911 -1.3599
H10 -1.5960 4.1669 -2.7731
H11 -2.4179 0.6997 -3.0393
H12 -0.2801 1.1273 -4.3477
H13 -4.0841 2.4054 -2.4672
H14 0.0436 4.0068 0.3687
H15 0.6438 0.5583 -2.9441
H16 -0.0481 4.5701 -1.3035
H17 -0.4073 -0.5614 -3.8189
H18 -4.0751 4.0872 -3.0270
H19 0.6083 1.8980 0.3698
H20 -5.6287 4.7029 1.4940
H21 -3.4422 -1.3110 -0.8557

[2]
The following is a DFT calculation (the ωB97M-V functional and the def2-TZVPD basis) of a cluster of 13 separate species, C49H76N2O27 in total in a non-equilibrium geometry.

HOMO-LUMO gap ... 7.68 eV
Spin multiplicity ... 1
E_HOMO ... -8.00 eV
Molecular weight ... 1125.134 Da

Atoms and positions in Å:
O1 2.1822 -4.4064 3.8586
O2 -3.0940 -0.1257 -0.0894
O3 -1.6974 -3.3817 2.7303
O4 3.2054 5.4174 -5.0214
O5 4.4066 -3.4006 -3.3709
O6 6.0150 1.0412 2.6494
O7 3.1404 -3.6353 2.0611
O8 -4.7683 -1.2435 6.5363
O9 -0.7316 4.4640 0.3771
O10 -4.2212 0.2233 4.8727
O11 -1.3874 2.7200 1.7113
O12 -1.0614 -1.5581 3.9386
O13 -2.8240 -2.2885 -0.6906
O14 -3.0050 0.2335 6.7768
O15 -4.3297 -1.6493 0.9130
O16 -0.2900 -7.5603 0.1947
O17 2.3059 6.4552 -3.2096
O18 -2.7493 4.4455 1.0251
O19 2.9998 -5.9519 2.3511
O20 2.2642 -3.8879 -4.1182
O21 -3.0502 -2.5755 4.1897
O22 2.6211 -2.7256 -2.2453
O23 -0.2733 -5.7686 1.4380
O24 -0.4426 -7.7963 2.4449
O25 1.7340 0.2422 0.0783
O26 2.3918 4.3132 -3.2511
O27 3.3476 -0.2533 -5.4075
N1 -1.0959 1.6527 -4.1448
N2 -1.6475 -1.7887 -3.6202
C1 -3.3617 6.7742 1.1046
C2 -4.0280 -0.3613 6.0761
C3 3.8903 1.9793 2.3501
C4 -1.9356 2.4365 -3.4046
C5 -2.7356 -4.2940 2.6809
C6 5.1644 0.9031 0.3634
C7 5.9155 -1.6674 -2.5620
C8 -3.8986 0.6286 0.8339
C9 3.0793 -3.4084 -3.3367
C10 1.7756 -2.4923 5.2025
C11 0.7340 -4.2077 -0.1716
C12 2.6546 5.3903 -3.9160
C13 -2.4099 1.1931 5.8790
C14 1.6398 4.5919 -2.1023
C15 3.1913 0.8714 -4.9170
C16 -5.0837 -3.8549 3.3973
C17 -3.6051 -3.8525 3.8330
C18 3.3150 2.1140 -5.7056
C19 -2.6270 5.7057 0.3275
C20 -0.2940 -1.7771 -3.7163
C21 -3.7409 2.3908 4.1959
C22 -4.9161 -0.4686 1.3456
C23 -3.3607 -1.4315 0.0303
C24 -1.0574 -1.8211 -5.8289
C25 -1.8872 -2.4233 3.6093
C26 -0.2558 -0.6436 1.1251
C27 -1.6245 3.7905 1.1527
C28 1.8276 -3.0442 3.8044
C29 2.2611 3.7633 -0.9734
C30 -0.1793 -6.5310 -0.7209
C31 -1.5581 3.7499 -3.6376
C32 4.9257 -2.7539 -2.2032
C33 -0.4358 -7.1083 1.4205
C34 -0.2558 2.4503 -4.8884
C35 -0.3802 -5.2851 0.0962
C36 1.7480 6.0887 -1.9613
C37 5.1370 1.3268 1.8295
C38 0.5374 0.0517 0.0075
C39 -3.0967 1.1050 4.6074
C40 3.6847 -2.3054 -1.3750
C41 0.0939 -1.7406 -5.0176
C42 2.9485 1.0814 -3.4177
C43 -2.1457 -1.9223 -4.8767
C44 -1.1046 5.8138 0.2884
C45 -0.2708 0.6497 -1.0768
C46 -4.4949 1.8004 -0.0230
C47 -0.4262 3.7702 -4.4849
C48 2.8530 -2.5102 2.8327
C49 2.8242 -4.7932 2.7585
H1 -0.9903 -0.0086 -1.5637
H2 -2.9244 3.0545 3.9114
H3 -2.7167 1.9722 -2.8209
H4 2.7951 -2.4592 5.5869
H5 -4.3829 6.4447 1.2957
H6 2.9464 0.1247 -2.8955
H7 0.4546 1.0222 -1.8001
H8 3.6793 1.7657 -2.9867
H9 1.1698 -3.1478 5.8281
H10 -4.4933 2.2602 3.4181
H11 -4.2900 2.8355 5.0258
H12 6.4860 -1.3406 -1.6927
H13 -2.4626 -5.3412 2.8108
H14 -2.0214 4.5936 -3.1477
H15 2.3166 -1.7923 2.2121
H16 -4.7948 2.6815 0.5443
H17 1.0816 -1.7025 -5.4528
H18 5.7774 1.5968 -0.2120
H19 5.5408 -0.1101 0.2226
H20 1.3436 -1.4991 5.3251
H21 4.1749 0.9989 -0.0836
H22 3.3069 1.1560 2.7622
H23 5.4815 -3.4641 -1.5909
H24 0.8011 6.6129 -1.8320
H25 2.6708 2.9050 -5.3218
H26 0.6203 4.2692 -2.3135
H27 -3.3631 -4.4502 4.7118
H28 -3.1048 5.6262 -0.6489
H29 -0.5637 6.5435 0.8911
H30 -2.4594 2.1611 6.3776
H31 4.0549 2.6861 3.1634
H32 -5.3934 1.4758 -0.5480
H33 -0.8163 -1.5098 0.7733
H34 -5.4034 -4.8625 3.1319
H35 -0.8522 1.4462 -0.6124
H36 3.3088 2.4166 1.5384
H37 1.7634 -4.5624 -0.2208
H38 0.4694 1.9839 -5.5387
H39 -1.0232 0.0213 1.5214
H40 -4.8532 -0.4377 2.4334
H41 0.2378 -1.7509 -2.7766
H42 -3.8214 2.1851 -0.7888
H43 3.6930 -2.0903 3.3861
H44 -1.1582 0.6447 -4.1550
H45 -5.7751 -3.5468 4.1816
H46 -2.0307 -1.8307 -2.6867
H47 2.1549 2.7046 -1.2102
H48 -0.8929 -6.6605 -1.5346
H49 5.4507 -0.8070 -3.0435
H50 1.6473 3.8922 -0.0819
H51 -5.9725 -0.3252 1.1187
H52 -2.5400 0.8046 3.7197
H53 -1.3946 0.9308 5.5814
H54 4.3411 2.4685 -5.6074
H55 0.8014 -6.5212 -1.1964
H56 -3.3651 7.7335 0.5869
H57 -1.2962 -4.7518 -0.1581
H58 -3.1466 -4.2515 1.6722
H59 1.9542 1.5005 -3.2632
H60 -2.9266 6.9277 2.0921
H61 0.7743 -3.5894 0.7252
H62 3.0210 1.9567 -6.7434
H63 0.8287 -3.0529 3.3682
H64 3.3102 3.9439 -0.7391
H65 -3.2167 -1.9403 -5.0145
H66 2.3921 6.4520 -1.1605
H67 -3.2423 0.9897 1.6257
H68 0.4488 -0.9574 1.8953
H69 -0.8637 6.0905 -0.7380
H70 0.5041 -3.5029 -0.9707
H71 -5.2969 -3.2797 2.4963
H72 3.7254 -2.7883 -0.3987
H73 -1.0922 -1.8391 -6.9082
H74 3.6526 -1.2190 -1.2926
H75 0.0776 4.6674 -4.8131
H76 6.7062 -2.0874 -3.1836

[3]
The following is a DFT calculation (the ωB97M-V functional and the def2-TZVPD basis) of a cluster of 8 separate species, C24H42F5O27P3 in total in a non-equilibrium geometry.

HOMO-LUMO gap ... 10.56 eV
Energy relative to the best compared isomer or geometry (same formula, charge and spin) ... 502.7 kJ/mol
Spin multiplicity ... 1
E_HOMO ... -10.51 eV
Molecular weight ... 950.485 Da
SMILES ... O=C1OC[C@@H](F)O1.O=C1OC[C@@H](F)O1.O=C1OC[C@@H](F)O1.O=C1OC[C@@H](F)O1.O=C1OC[C@@H](F)O1.COP(=O)(OC)OC.COP(=O)(OC)OC.COP(=O)(OC)OC

Atoms and positions in Å:
P1 -1.8690 -0.5326 9.0862
P2 2.2095 2.4516 0.7989
P3 -1.1637 -0.9195 -10.1525
F1 3.2733 -1.6114 7.4955
F2 1.5513 -3.2424 2.4092
F3 4.2837 3.1274 -5.2842
F4 -3.8969 -1.3251 -0.1558
F5 -4.9152 3.1283 -1.5516
O1 -0.3408 -0.8347 9.4608
O2 -2.6223 0.3968 10.0129
O3 3.3967 2.4225 1.8901
O4 2.6638 -3.4260 -0.3564
O5 5.2618 -1.2096 6.5580
O6 -4.1168 2.3759 -4.1429
O7 -3.9919 4.3283 -3.2867
O8 -0.8441 -1.0718 -8.5694
O9 4.3143 -0.4238 4.7317
O10 -2.3034 3.5508 -4.7103
O11 2.4626 1.1667 -0.1296
O12 -4.1307 -3.3026 3.6565
O13 3.7494 5.9577 -3.5170
O14 -2.6277 -0.3032 -10.2161
O15 -1.5035 -2.4191 -10.6767
O16 5.2310 4.4004 -3.6126
O17 -3.2710 -2.5250 1.7267
O18 2.0332 3.6904 -0.0314
O19 5.7081 6.1537 -2.2994
O20 1.7900 -4.9758 1.0150
O21 -1.5860 -0.0413 7.5434
O22 -2.5352 -1.9721 8.8534
O23 6.2015 -1.6689 4.7219
O24 -5.0635 -3.7550 1.6734
O25 1.1079 -5.0377 -1.0465
O26 -0.1503 -0.2509 -11.0757
O27 0.8376 1.9342 1.6000
C1 -5.1338 3.6684 -2.7230
C2 -0.3737 -3.2585 -10.8389
C3 4.2957 3.3998 1.8352
C4 3.1911 5.1037 -4.3739
C5 -3.0170 -2.7724 9.9218
C6 5.3076 -1.2001 5.2361
C7 3.3834 -0.1299 5.7610
C8 3.3154 -3.3889 0.8843
C9 -3.3539 3.4215 -4.1099
C10 0.3987 -1.5857 -8.1576
C11 -5.4976 2.6227 -3.8085
C12 -4.1726 -3.1979 2.4429
C13 4.0223 3.9226 -4.2221
C14 -2.5666 -0.1059 6.5876
C15 -3.2054 0.1084 -11.4484
C16 -4.7093 -3.4210 0.2714
C17 2.4541 -4.1333 1.9001
C18 -3.5093 -2.5863 0.3263
C19 1.4219 0.8778 -1.0911
C20 4.0691 -0.6651 7.0216
C21 4.9313 5.5842 -3.0914
C22 1.7810 -4.5010 -0.1957
C23 -0.0021 -0.8057 10.8804
C24 -0.5152 2.5480 1.4933
H1 0.9406 -0.2876 11.0563
H2 4.2455 0.1077 7.7698
H3 0.8394 1.7386 -1.4197
H4 2.3926 -0.5788 5.8302
H5 0.1509 -1.8620 11.1018
H6 0.7346 0.2233 -0.5551
H7 -2.7333 -3.0605 -0.2746
H8 -6.0903 1.8095 -3.3896
H9 4.1278 4.3192 1.2744
H10 -5.8277 4.4976 -2.5852
H11 -3.4741 -0.6553 6.8379
H12 -3.2435 -0.7868 -12.0692
H13 -1.1173 2.4553 2.3972
H14 4.6544 3.5933 2.8462
H15 -2.0400 -0.7399 5.8742
H16 -3.3908 -2.1056 10.6989
H17 4.2463 -3.9478 0.7895
H18 3.1786 0.9320 5.8968
H19 1.1516 -1.5808 -8.9458
H20 -0.1646 -3.7648 -9.8965
H21 -5.4360 -2.8131 -0.2675
H22 -0.4744 -3.9822 -11.6477
H23 3.5786 -2.3931 1.2410
H24 -4.6348 -4.4228 -0.1515
H25 0.2594 -2.6525 -7.9829
H26 3.0334 5.3949 -5.4124
H27 -6.0063 2.9545 -4.7136
H28 2.2248 4.8873 -3.9183
H29 -2.2232 -3.3707 10.3691
H30 3.0271 -4.5091 2.7477
H31 0.9304 -1.0756 -7.3544
H32 5.2326 2.9646 1.4876
H33 0.5666 -2.8455 -11.2040
H34 -3.8832 -3.3799 9.6595
H35 -2.4912 0.7529 -11.9609
H36 -2.8698 0.7908 6.0472
H37 -0.4264 3.6210 1.3233
H38 -1.1926 2.1186 0.7552
H39 -4.2153 0.4786 -11.2721
H40 -0.7040 -0.2943 11.5391
H41 3.6345 3.2753 -3.4355
H42 1.8308 0.4518 -2.0073

[4]
The following is a DFT calculation (the ωB97M-V functional and the def2-TZVPD basis) of a structure of composition C19H36CaF6O18P in a non-equilibrium geometry.

HOMO-LUMO gap ... 11.33 eV
Energy relative to the best compared isomer or geometry (same formula, charge and spin) ... 0.0 kJ/mol
Net charge ... +1
Spin multiplicity ... 1
E_HOMO ... -13.09 eV
Molecular weight ... 737.519 Da

Atoms and positions in Å:
Ca1 2.7260 -10.7371 7.7617
P1 1.1183 -12.2261 5.4146
F1 2.0223 -10.8638 5.6152
F2 0.2957 -13.5793 5.3396
F3 -0.1550 -11.4058 5.9955
F4 2.4063 -12.9602 4.8336
F5 0.7392 -11.7989 3.9313
F6 1.5546 -12.5845 6.9579
O1 0.9570 -8.9823 7.6487
O2 0.7368 -11.4317 9.0725
O3 5.7870 -8.0058 6.0824
O4 -0.1722 -7.8783 6.0447
O5 5.1641 -12.0306 10.5262
O6 3.2550 -9.6997 9.9658
O7 -1.0372 -12.8116 9.3506
O8 3.7597 -13.5583 11.2930
O9 5.2065 -8.6720 9.8621
O10 6.0570 -13.4158 6.1354
O11 4.6127 -11.7918 6.8254
O12 4.5804 -6.7478 7.3394
O13 6.5147 -12.1534 7.8604
O14 -1.2516 -8.8039 7.7510
O15 3.5975 -7.7408 11.0360
O16 3.9241 -8.8728 6.9849
O17 -1.0016 -10.9600 10.4091
O18 3.3017 -12.4407 9.4037
C1 -0.0665 -8.5713 7.1813
C2 5.6378 -12.4364 6.9041
C3 -0.2629 -9.9096 10.9856
C4 -1.7790 -8.4704 4.2941
C5 -0.3173 -11.7297 9.5708
C6 2.5436 -14.3039 11.1381
C7 4.0168 -12.6565 10.3508
C8 5.1643 -14.0811 5.2297
C9 2.2173 -7.5315 11.3063
C10 -0.4846 -13.9509 8.6753
C11 4.7013 -7.9607 6.8047
C12 7.8592 -12.6323 7.8339
C13 6.2419 -9.2749 5.6363
C14 6.0374 -7.5923 10.2305
C15 3.9565 -8.7603 10.2733
C16 6.1427 -12.5168 11.4574
C17 3.2579 -6.3227 7.6805
C18 -1.5568 -7.8281 5.6530
C19 -2.3125 -8.4821 6.8344
H1 -2.7300 -8.1256 3.8771
H2 5.1684 -13.6111 4.2509
H3 -0.8772 -9.3854 11.7222
H4 6.8660 -7.5195 9.5264
H5 0.6146 -10.2660 11.5268
H6 5.5318 -15.1014 5.1692
H7 5.6899 -12.8351 12.3947
H8 -2.8255 -9.3892 6.5331
H9 6.7642 -11.6615 11.7103
H10 8.5047 -11.9958 7.2305
H11 8.1982 -12.5658 8.8653
H12 2.6001 -14.9185 10.2463
H13 -0.0073 -9.1516 10.2496
H14 1.6215 -7.7633 10.4255
H15 1.6857 -13.6355 11.1632
H16 0.3886 -14.3279 9.1958
H17 3.1136 -5.3092 7.3253
H18 2.5084 -7.0031 7.2804
H19 2.0923 -6.4809 11.5528
H20 3.1424 -6.3546 8.7676
H21 4.1568 -14.0866 5.6174
H22 5.5596 -6.6139 10.1563
H23 5.5984 -9.6784 4.8521
H24 1.8785 -8.1333 12.1485
H25 2.4889 -14.9155 12.0356
H26 -0.2281 -13.6889 7.6534
H27 6.7142 -13.3232 11.0074
H28 6.4506 -7.6974 11.2323
H29 7.9077 -13.6628 7.4939
H30 -1.2944 -14.6681 8.6009
H31 -1.8247 -9.5569 4.3402
H32 -2.9624 -7.7472 7.2976
H33 -1.0365 -8.0837 3.5968
H34 -1.8277 -6.7769 5.5425
H35 7.2350 -9.1682 5.2123
H36 6.2738 -9.9807 6.4644

[5]
The following is a DFT calculation (the ωB97M-V functional and the def2-TZVPD basis) of a structure of composition C29H29N3O6 in a non-equilibrium geometry.

HOMO-LUMO gap ... 6.42 eV
Energy relative to the best compared isomer or geometry (same formula, charge and spin) ... 2939.5 kJ/mol
Spin multiplicity ... 1
E_HOMO ... -7.51 eV
Molecular weight ... 515.566 Da

Atoms and positions in Å:
O1 -1.0344 4.9136 1.7556
O2 1.1257 -2.5240 0.5271
O3 -1.6317 1.2747 -3.2544
O4 1.1876 0.6480 -2.7847
O5 -1.1259 0.2808 1.5225
O6 3.7621 -1.2236 -0.1930
N1 -2.6461 3.5291 -0.3297
N2 -1.6911 -2.0501 1.7069
N3 -1.9181 -0.1865 -1.3051
C1 -1.2415 -1.0003 -0.5491
C2 -2.3015 -4.9940 -0.1969
C3 1.3362 -1.4535 -0.3178
C4 -2.0403 -4.3027 1.1998
C5 -3.4809 2.7958 -0.8283
C6 -1.3895 -0.9141 1.2397
C7 4.3519 0.9209 -0.1725
C8 -2.1918 -4.5870 -1.4372
C9 -1.7560 -3.3302 -1.7477
C10 -3.3520 0.0804 -1.1337
C11 4.6951 -0.4384 0.2660
C12 -3.2551 3.9471 1.4160
C13 5.0841 1.9559 0.0263
C14 -1.6362 -2.3251 2.9355
C15 6.1044 -0.6093 0.3565
C16 0.2617 -0.6859 -0.8517
C17 -2.2154 5.0000 1.8086
C18 -1.5489 -2.3767 -0.3570
C19 6.4055 1.6672 0.0279
C20 -3.7563 1.0736 -0.2385
C21 -1.2526 0.6524 -2.2128
C22 -1.2639 3.1971 0.1344
C23 -0.5016 4.4342 0.3973
C24 2.8133 0.5869 -0.2127
C25 2.6522 -0.8677 -0.1466
C26 -1.7509 -3.0459 0.6300
C27 6.8246 0.4709 0.4667
C28 -0.3364 -2.8282 3.6606
C29 0.2367 -0.1204 -2.0602
H1 -2.5681 -6.1175 -0.1583
H2 -4.2727 4.0979 1.1723
H3 -3.7228 0.1486 -2.0526
H4 0.7048 1.0449 -3.5510
H5 -2.3090 -4.7013 1.9845
H6 -3.6855 -0.9648 -0.6585
H7 -1.7121 -1.2274 3.5671
H8 6.5651 -1.7018 0.4403
H9 0.6606 4.0470 0.5233
H10 -1.1830 2.3815 0.5708
H11 -2.3793 -5.2704 -2.2414
H12 -2.5381 -2.8380 3.4047
H13 -3.0244 2.9097 1.9240
H14 7.1824 2.6610 0.1048
H15 2.1561 1.3702 -0.3755
H16 4.6551 2.8717 -0.1286
H17 -3.1515 1.0582 0.6832
H18 0.6369 -2.1332 3.2890
H19 -1.5308 -2.9844 -2.6300
H20 8.0114 0.0510 0.4717
H21 -0.9142 3.0404 -1.2536
H22 -0.2682 -2.9609 4.6514
H23 -4.4675 3.1291 -1.0377
H24 -2.6640 5.4130 2.5995
H25 -0.2133 -3.8348 3.0820
H26 -0.4802 5.0769 -0.2888
H27 -2.3339 5.8634 0.9648
H28 -4.5871 1.1488 -0.0095
H29 -3.0641 2.5183 -1.9086